Entry 1:
{"formula": "C35H51MnN6O3S2Si", "method": "the ωB97M-V functional and the def2-TZVPD basis", "species": ["Mn", "N", "C", "C", "N", "C", "C", "N", "H", "H", "H", "H", "H", "H", "H", "H", "H", "H", "H", "H", "H", "O", "S", "C", "C", "C", "C", "S", "O", "C", "C", "C", "C", "C", "C", "C", "C", "C", "C", "C", "C", "H", "H", "H", "H", "H", "H", "H", "H", "H", "H", "H", "H", "H", "H", "H", "H", "H", "H", "N", "C", "O", "C", "C", "C", "N", "C", "C", "H", "H", "H", "H", "H", "H", "C", "Si", "C", "C", "N", "C", "C", "C", "C", "C", "C", "H", "H", "H", "H", "H", "H", "H", "H", "H", "H", "H", "H", "H", "H"], "positions_angstrom": [[0.459983, -0.808724, -0.277472], [1.113251, 0.122427, -2.364928], [2.561281, 0.068875, -2.621002], [3.342476, 0.623502, -1.428455], [2.618903, 0.363911, -0.184636], [3.428423, 0.194147, 1.024779], [2.971624, -1.043059, 1.782319], [1.520407, -0.975673, 1.949518], [0.648472, -0.204401, -3.202171], [0.823693, 1.093329, -2.239092], [2.833291, 0.624332, -3.522617], [2.818572, -0.976376, -2.789906], [3.524764, 1.696571, -1.554704], [4.314714, 0.129844, -1.389043], [2.003981, 1.167058, -0.056738], [3.340894, 1.077228, 1.671783], [4.484969, 0.110173, 0.764066], [3.511515, -1.137401, 2.729394], [3.183813, -1.931148, 1.187017], [1.273199, -0.325577, 2.689387], [1.146544, -1.877438, 2.227939], [-0.791991, 0.763647, 0.916834], [-1.393877, 0.838264, 2.299726], [-0.871112, 2.376859, 3.098250], [-1.361804, 3.709089, 2.548480], [-0.899752, 4.070698, 1.133299], [0.603418, 4.326210, 1.064336], [1.148519, 4.328732, -0.655415], [1.201863, 2.860265, -0.997030], [2.823530, 4.883286, -0.440977], [3.712672, 4.231569, 0.409463], [5.019786, 4.675041, 0.490385], [5.434565, 5.760730, -0.275840], [4.547470, 6.401414, -1.124591], [3.233477, 5.958176, -1.214524], [-3.128719, 1.189858, 2.100742], [-3.948664, 1.005727, 3.207219], [-5.304538, 1.268472, 3.089202], [-5.828047, 1.681295, 1.870295], [-4.999995, 1.839748, 0.768117], [-3.637975, 1.599655, 0.879519], [0.217482, 2.298982, 3.144941], [-1.228981, 2.242846, 4.123049], [-1.023526, 4.484408, 3.242856], [-2.451562, 3.723313, 2.598290], [-1.420807, 4.977645, 0.820065], [-1.168036, 3.282048, 0.430751], [1.175843, 3.527674, 1.540622], [0.882912, 5.279610, 1.516196], [3.390056, 3.378311, 0.994820], [5.719701, 4.178312, 1.148594], [6.458432, 6.103695, -0.209776], [4.874573, 7.241786, -1.721390], [2.531092, 6.446761, -1.878601], [-3.538557, 0.647500, 4.144562], [-5.955299, 1.131615, 3.942088], [-6.889992, 1.863308, 1.775319], [-5.417340, 2.138464, -0.184631], [-2.978077, 1.698384, 0.028602], [-5.703553, -2.506358, -4.148754], [-5.612742, -1.773260, -3.013866], [-6.567290, -1.270733, -2.458514], [-4.225262, -1.584803, -2.455549], [-4.090938, -1.413910, -1.088566], [-2.832937, -1.188810, -0.563626], [-1.720021, -1.101109, -1.298556], [-1.865807, -1.278089, -2.614227], [-3.078926, -1.523591, -3.233863], [-6.624551, -2.689861, -4.510906], [-4.937918, -3.064008, -4.480485], [-4.960909, -1.442690, -0.447474], [-2.719670, -1.057224, 0.500183], [-0.969492, -1.248295, -3.213146], [-3.109805, -1.629379, -4.309925], [1.739250, -5.605897, -1.377552], [1.709227, -3.726507, -1.312220], [3.515784, -3.233583, -1.087677], [1.185872, -3.268461, -3.065430], [0.700429, -2.920749, -0.160331], [-0.047822, -3.526969, 0.836673], [0.121564, -4.849431, 1.308625], [-0.655993, -5.378048, 2.322668], [-1.644792, -4.631059, 2.955045], [-1.822128, -3.323994, 2.538651], [-1.047797, -2.798203, 1.514622], [2.327185, -5.868174, -2.262374], [0.751407, -6.054138, -1.494604], [2.232618, -6.070462, -0.523361], [4.105213, -3.459036, -1.979668], [3.949087, -3.801092, -0.259322], [3.643890, -2.175754, -0.852950], [1.846485, -3.726886, -3.803750], [1.193757, -2.191483, -3.243060], [0.170908, -3.629934, -3.250444], [0.885592, -5.478118, 0.884751], [-0.475591, -6.401023, 2.630098], [-2.241300, -5.053439, 3.751452], [-2.569236, -2.695214, 3.012188], [-1.215299, -1.765221, 1.235958]], "forces_ev_per_angstrom": [[0.310, -0.423, 0.086], [-0.250, 0.261, 0.131], [0.185, 0.062, 0.053], [0.124, -0.033, -0.115], [-0.362, 0.194, 0.086], [0.054, -0.021, 0.058], [0.041, -0.022, -0.059], [-0.268, 0.044, 0.116], [-0.127, 0.022, 0.054], [0.077, 0.101, -0.052], [-0.004, -0.010, 0.020], [0.050, 0.001, 0.074], [-0.051, -0.067, -0.006], [-0.017, -0.005, -0.003], [0.104, 0.106, 0.004], [-0.010, -0.036, 0.010], [-0.007, -0.048, 0.012], [0.000, 0.034, -0.004], [-0.019, 0.051, 0.037], [0.052, 0.002, 0.016], [-0.019, -0.059, 0.003], [0.100, 0.225, -0.255], [0.043, -0.274, 0.085], [0.007, 0.079, 0.025], [0.014, 0.048, -0.085], [0.049, 0.033, 0.091], [0.000, 0.084, 0.032], [-0.092, -0.400, -0.050], [-0.033, 0.091, -0.047], [0.095, 0.006, 0.055], [-0.063, -0.030, -0.043], [0.000, 0.014, -0.013], [0.019, 0.001, 0.007], [-0.012, -0.001, 0.002], [-0.004, 0.039, 0.046], [-0.015, 0.038, 0.056], [0.016, -0.004, -0.015], [-0.018, -0.011, -0.006], [-0.007, -0.011, 0.025], [-0.002, 0.004, -0.046], [0.029, 0.011, 0.015], [0.027, -0.011, -0.064], [-0.006, -0.010, 0.005], [0.007, -0.015, 0.019], [-0.020, 0.001, -0.078], [-0.032, -0.037, -0.014], [0.016, -0.091, 0.001], [0.046, -0.005, -0.009], [-0.032, 0.020, 0.011], [-0.003, 0.002, -0.034], [0.007, -0.005, 0.007], [0.001, -0.001, 0.004], [0.003, -0.001, -0.002], [0.002, -0.011, -0.006], [0.005, 0.007, 0.004], [0.000, -0.005, 0.000], [0.000, 0.008, 0.001], [0.009, 0.002, 0.010], [0.035, 0.009, -0.039], [-0.001, 0.027, -0.042], [-0.026, 0.003, 0.082], [0.030, -0.006, -0.031], [-0.009, 0.002, -0.013], [0.010, 0.022, 0.005], [-0.037, 0.119, -0.005], [-0.164, 0.007, -0.116], [0.034, -0.099, 0.018], [0.015, 0.011, 0.017], [-0.001, -0.013, 0.000], [0.000, -0.014, 0.003], [-0.005, -0.004, -0.007], [-0.105, 0.038, -0.062], [0.050, -0.011, -0.012], [-0.013, -0.004, -0.003], [0.019, 0.033, 0.002], [-0.016, -0.135, 0.041], [-0.018, 0.055, 0.021], [-0.092, 0.219, 0.044], [0.015, -0.149, -0.136], [-0.053, -0.001, 0.079], [0.064, 0.057, -0.049], [-0.057, 0.014, 0.041], [0.047, -0.046, -0.031], [0.022, 0.034, -0.001], [0.102, 0.093, 0.084], [-0.020, -0.015, -0.015], [-0.018, 0.010, 0.036], [0.000, -0.006, -0.005], [0.002, -0.015, -0.011], [0.004, 0.001, 0.009], [0.006, 0.041, -0.104], [0.025, -0.026, 0.009], [-0.036, -0.124, -0.044], [0.002, -0.018, -0.006], [0.050, 0.006, -0.057], [-0.003, 0.003, 0.015], [-0.009, -0.004, -0.009], [-0.007, -0.006, -0.003], [0.134, -0.052, 0.042]], "total_charge": 1, "spin_multiplicity": 6, "gap_ev": [6.84, 6.88], "s2": 8.7537, "e_tot_ev": -113072.56504, "relative_energy_ev": 0.226}

Entry 2:
{"formula": "C4H4Br2O", "method": "the ωB97M-V functional and the def2-TZVPD basis", "species": ["C", "C", "C", "C", "O", "Br", "Br", "H", "H", "H", "H"], "positions_angstrom": [[-1.313329, -0.067098, 0.244027], [-0.758109, 1.057267, -0.202636], [-0.530187, -1.219477, 0.373807], [1.473807, 0.168817, -0.340428], [0.579747, 1.148148, -0.584416], [2.721114, 0.192102, -1.802256], [2.167087, 0.114505, 1.413581], [-2.353227, 0.065665, 0.190390], [-1.334234, 2.043814, -0.458650], [0.215259, -1.411011, 1.062055], [-0.867928, -2.092733, 0.104526]], "forces_ev_per_angstrom": [[1.294, 0.701, -0.246], [1.010, 2.960, -0.755], [1.302, 3.188, 0.387], [-1.786, -0.342, -0.483], [-1.141, 0.534, 0.254], [-0.044, -0.248, 0.578], [0.462, 0.191, 0.140], [-1.516, -0.826, 0.146], [1.395, -2.159, 0.521], [1.416, 0.557, 1.382], [-2.392, -4.557, -1.924]], "gap_ev": [7.88, 7.71], "e_tot_ev": -146340.52922, "relative_energy_ev": 3.321}

Entry 3:
{"formula": "C4H8N2O", "method": "the ωB97M-V functional and the def2-TZVPD basis", "species": ["C", "C", "C", "C", "N", "N", "O", "H", "H", "H", "H", "H", "H", "H", "H"], "positions_angstrom": [[1.282607, 0.789722, -0.165287], [-0.102000, 1.176235, -0.426500], [-0.987418, 0.456377, 0.585417], [-1.256367, -0.960562, 0.171993], [1.763220, -0.355934, 0.351360], [-0.649709, -1.606171, -0.700945], [3.051402, -0.594730, 0.315441], [2.225413, 1.319210, -0.420182], [-0.286605, 2.308034, -0.221357], [-0.415771, 1.091372, -1.438560], [-0.461899, 0.371423, 1.480266], [-1.962630, 0.899745, 0.691442], [-2.370132, -1.085867, 0.373699], [-1.146478, -2.518771, -0.903987], [1.316374, -1.290077, 0.307204]], "forces_ev_per_angstrom": [[3.212, -1.855, 0.638], [-0.716, 2.464, 2.236], [0.131, -0.961, -2.131], [-4.004, 1.727, -0.522], [0.852, 0.457, -2.954], [0.558, -2.551, -0.435], [-0.819, 0.437, 0.840], [-1.155, 0.450, 0.040], [0.836, -1.653, -0.226], [-0.206, -0.658, -0.973], [0.610, 0.518, 2.011], [-0.160, 0.406, 0.310], [1.173, -1.248, 0.421], [0.654, 1.375, 0.097], [-0.967, 1.092, 0.647]], "gap_ev": [8.74, 8.74], "smiles": "[H]/N=C/CC/C=[NH+]/[O-]", "e_tot_ev": -9301.19450, "relative_energy_ev": 5.199}